C32H53BCl2IN4O6P | ωB97M-V with the def2-TZVPD basis set

XYZ file:
```
100
Properties=species:S:1:pos:R:3:mulliken_charge:R:1
C 0.398 3.348 4.734 -0.92
C 1.130 3.631 3.311 -0.51
C 0.844 2.494 2.206 -0.67
C 0.053 3.049 0.893 -0.57
C 1.006 3.285 -0.379 -0.81
C 0.273 2.952 -1.797 -0.73
C 0.365 1.322 -1.938 1.05
C -0.690 0.900 -3.113 -1.08
C -0.165 -0.213 -4.115 -0.91
C -0.039 -1.736 -3.503 2.25
C 1.520 -1.857 -3.177 -1.58
O 1.941 -3.087 -2.573 0.30
C 3.358 -3.346 -2.721 0.31
C 3.635 -4.718 -1.931 -1.33
B 3.091 -4.689 -0.372 0.84
O 1.727 -5.068 -0.023 -0.54
O 3.907 -4.244 0.748 -0.57
C 4.327 -2.116 -2.377 -0.64
I 6.163 -2.587 -1.310 0.03
C 4.791 -1.334 -3.743 -0.36
C 4.227 0.174 -3.840 -0.59
O -0.568 -2.535 -4.538 -0.27
C -0.256 -3.911 -4.609 0.89
P -0.633 -4.967 -3.037 0.63
N -0.137 -6.484 -3.118 -0.84
C 1.188 -4.287 -5.286 0.46
O 1.935 -3.372 -5.834 -0.67
O 1.672 -5.581 -5.373 -0.76
C -1.312 -4.526 -5.707 -0.17
Cl -2.406 -5.956 -5.372 -0.19
C -1.416 -3.990 -7.037 0.04
C -0.540 -2.782 -7.590 -0.66
Cl -2.615 -4.746 -8.232 -0.25
C -0.886 -1.760 -2.109 -0.45
C -0.187 -1.782 -0.689 0.39
C -1.235 -1.857 0.465 -0.85
C -2.770 -1.865 0.295 -0.32
N -3.351 -1.844 -1.004 -0.61
C -2.432 -1.816 -2.086 -0.38
H -0.711 3.070 4.610 0.28
H 0.951 2.569 5.375 0.32
H 0.401 4.323 5.366 0.16
H 2.264 3.638 3.557 0.25
H 0.865 4.695 2.991 0.40
H 0.221 1.670 2.734 0.30
H 1.858 2.016 1.943 0.35
H -0.479 4.012 1.249 0.45
H -0.790 2.275 0.706 0.28
H 1.943 2.629 -0.234 0.31
H 1.313 4.389 -0.386 0.36
H 0.748 3.499 -2.680 0.39
H -0.850 3.216 -1.679 0.33
H 0.066 0.926 -0.909 -0.09
H 1.454 1.116 -2.230 -0.46
H -1.758 0.743 -2.698 0.11
H -0.788 1.874 -3.742 0.55
H -0.872 -0.215 -5.035 0.33
H 0.853 0.151 -4.537 0.05
H 1.759 -1.010 -2.416 -0.02
H 2.087 -1.556 -4.134 0.09
H 3.519 -3.592 -3.845 0.27
H 4.695 -5.127 -2.030 0.54
H 2.953 -5.508 -2.444 0.15
H 1.763 -5.393 0.915 0.26
H 4.843 -4.521 0.636 0.28
H 3.790 -1.300 -1.752 0.27
H 5.946 -1.297 -3.764 0.54
H 4.475 -1.879 -4.695 0.20
H 3.752 0.560 -2.875 0.05
H 5.113 0.829 -4.202 0.34
H 3.480 0.190 -4.725 0.16
H -2.070 -4.826 -2.852 0.14
H -0.055 -4.401 -1.844 -0.07
H 0.503 -6.639 -2.321 0.30
H -1.024 -2.444 -8.589 0.36
H -0.518 -1.853 -6.926 0.00
H 0.527 -3.119 -7.881 0.21
H 0.942 -1.748 -0.558 0.30
H -0.830 -1.912 1.544 0.29
H -3.437 -1.912 1.223 0.31
H -2.921 -1.836 -3.136 0.34
C -6.249 3.324 8.961 -1.45
C -4.899 3.228 8.279 -0.14
N -4.069 4.439 8.387 0.16
C -4.266 5.543 9.197 -0.21
C -3.245 6.408 8.945 -0.52
N -2.442 5.811 7.998 0.06
C -2.948 4.617 7.680 -0.33
C -1.225 6.370 7.418 -0.79
H -6.824 4.171 8.579 0.40
H -6.825 2.414 8.786 0.37
H -6.136 3.447 10.041 0.38
H -5.044 3.029 7.213 0.36
H -4.324 2.399 8.700 0.33
H -5.114 5.588 9.857 0.45
H -2.987 7.381 9.325 0.41
H -2.526 3.917 6.972 0.53
H -1.343 6.424 6.335 0.36
H -0.384 5.721 7.667 0.35
H -1.043 7.369 7.813 0.29
```

- F_max: 0.1344 Eh/bohr
- Highest occupied orbital energy: -0.195 Ha
- Total energy: -95387.849 eV
- E_LUMO: -2.102 eV
- Spin multiplicity: 1